{
  "formula": "C2H5N3S",
  "method": "ωB97M-V/def2-TZVPD",
  "symbols": ["C", "C", "H", "H", "H", "H", "H", "N", "N", "N", "S"],
  "positions_angstrom": [[0.11, 0.76, -0.13], [2.89, 0.20, 0.21], [-3.15, 0.08, -0.54], [0.71, 1.63, -0.21], [0.18, -1.17, -0.44], [2.62, 1.10, 0.76], [3.91, 0.05, -0.14], [-1.15, 1.03, -0.10], [0.73, -0.52, 0.03], [2.07, -0.69, -0.21], [-2.12, -0.39, 0.13]],
  "smiles": "C=NN/C=N\\S",
  "total_energy_ev": -17458.251,
  "spin_multiplicity": 1,
  "homo_lumo_gap_ev": 9.580,
  "e_above_lowest_kj_mol": 276.1,
  "homo_ha": -0.3209
}

{
  "formula": "C11H12ClNO2",
  "method": "ωB97M-V/def2-TZVPD",
  "symbols": ["C", "C", "C", "C", "C", "C", "C", "C", "C", "C", "C", "N", "O", "O", "Cl", "H", "H", "H", "H", "H", "H", "H", "H", "H", "H", "H", "H"],
  "positions_angstrom": [[-0.90, -1.58, 0.03], [-0.54, 0.82, 0.09], [-2.25, -1.42, 0.06], [-1.93, 0.98, -0.14], [0.01, -0.47, 0.03], [-2.80, -0.10, -0.01], [2.82, 0.90, 1.14], [2.47, -0.01, -0.97], [1.42, -0.63, 0.00], [4.60, 1.41, -0.50], [-5.09, -0.65, 0.50], [3.28, 0.88, -0.09], [2.91, 1.31, 2.22], [-4.12, 0.32, 0.00], [1.88, -2.33, 0.28], [-0.34, -2.55, 0.05], [0.01, 1.69, 0.39], [-2.89, -2.32, 0.10], [-2.41, 1.89, -0.20], [3.16, -0.79, -1.40], [1.94, 0.63, -1.66], [4.89, 0.87, -1.38], [4.63, 2.53, -0.71], [5.43, 1.25, 0.30], [-5.34, -1.18, -0.39], [-5.98, -0.15, 0.81], [-4.85, -1.31, 1.45]],
  "total_energy_ev": -29705.077,
  "spin_multiplicity": 1,
  "homo_lumo_gap_ev": [7.224, 7.228],
  "e_above_lowest_kj_mol": 246.5,
  "homo_ha": [-0.2561, -0.2561]
}

{
  "formula": "C4H8N2OS",
  "method": "ωB97M-V/def2-TZVPD",
  "symbols": ["C", "C", "C", "C", "H", "H", "H", "H", "H", "H", "H", "H", "N", "N", "O", "S"],
  "positions_angstrom": [[-1.04, -0.76, 0.33], [-0.22, 1.12, -1.08], [-1.47, 1.49, -1.40], [1.40, -0.44, -0.12], [-0.63, -1.66, 0.65], [-1.36, -0.11, 1.16], [-1.91, -0.95, -0.31], [0.69, 1.66, -1.44], [-1.66, 2.14, -2.24], [-2.31, 1.29, -0.80], [2.52, -1.32, 1.21], [0.74, -0.09, 2.22], [0.08, -0.04, -0.33], [1.57, -1.28, 0.96], [0.85, -1.05, 2.16], [2.74, 0.00, -0.98]],
  "smiles": "C=CN(C)C(=S)NO",
  "total_energy_ev": -20137.765,
  "spin_multiplicity": 1,
  "homo_lumo_gap_ev": 8.827,
  "e_above_lowest_kj_mol": 296.1,
  "homo_ha": -0.3146
}

{
  "formula": "C5H10O",
  "method": "ωB97M-V/def2-TZVPD",
  "symbols": ["C", "C", "C", "C", "C", "O", "H", "H", "H", "H", "H", "H", "H", "H", "H", "H"],
  "positions_angstrom": [[1.56, -0.92, -0.19], [0.46, -0.20, 0.59], [0.27, 1.30, 0.23], [-0.94, 0.93, -0.67], [-0.91, -0.48, -0.06], [-1.33, -1.61, -0.59], [1.42, -2.01, -0.12], [1.54, -0.66, -1.25], [2.55, -0.66, 0.20], [0.54, -0.44, 1.65], [-0.02, 1.91, 1.09], [1.11, 1.77, -0.28], [-1.86, 1.50, -0.58], [-0.68, 0.83, -1.73], [-1.78, -0.28, 1.10], [-1.91, -1.08, 0.54]],
  "total_energy_ev": -7390.135,
  "spin_multiplicity": 1,
  "homo_lumo_gap_ev": 9.892,
  "e_above_lowest_kj_mol": 446.8,
  "homo_ha": -0.3407
}